# C4H5NO

An isolated molecule of C4H5NO (wB97M-V/def2-TZVPD, OMol25).

```
11
Properties=species:S:1:pos:R:3:forces:R:3:nbo_charge:R:1
N 1.8088 0.3203 0.0607 0.15 0.03 0.00 -0.696
C 0.3571 0.1049 0.0204 0.08 0.28 0.07 0.166
C -0.4949 1.1055 0.2853 0.01 -0.48 -0.12 -0.428
C -1.7293 0.3331 0.1041 -0.26 -0.06 -0.01 -0.338
C -1.4503 -0.9539 -0.2252 -0.25 0.09 0.02 0.056
O -0.0909 -1.1539 -0.2929 0.14 0.29 0.07 -0.466
H 2.3210 -0.2001 0.7803 -0.17 0.00 -0.10 0.413
H 2.3034 0.2226 -0.8321 -0.17 -0.06 0.09 0.413
H 1.7635 1.3187 0.3222 0.20 -0.08 -0.02 0.472
H -2.7338 0.7289 0.2161 0.13 -0.15 -0.04 0.211
H -2.0546 -1.8261 -0.4389 0.12 0.15 0.04 0.196
```
Forces are in eV/Å.

The total energy comes out at -7762.5663 eV. The calculation puts the energy above the lowest of the compared OMol25 structures with the same formula, charge and spin at 382.1 kJ/mol. The calculation puts the HOMO energy at -7.55 eV.


# C2H4N2O

A cluster of 2 separate species, C2H4N2O in total (wB97M-V/def2-TZVPD, OMol25).

```
9
Properties=species:S:1:pos:R:3:forces:R:3:nbo_charge:R:1
N -0.1574 -1.3604 -0.1509 0.11 0.10 -0.04 -0.819
C -0.1991 -0.5632 0.9634 -0.02 0.09 0.02 0.285
N -0.5056 0.6731 0.8999 0.03 -0.33 0.19 -0.736
C 0.0662 1.4284 -1.7736 -0.15 1.43 -0.01 0.495
O -0.0606 2.5544 -1.7014 0.17 -1.32 -0.13 -0.499
H 0.4030 -2.1957 -0.1080 -0.08 0.06 0.04 0.383
H 0.0179 -1.1042 1.8937 -0.03 0.10 -0.11 0.144
H -0.5323 1.0832 1.8294 0.01 -0.05 -0.08 0.345
H -0.1315 -0.8631 -1.0325 -0.03 -0.10 0.12 0.401
```
Forces are in eV/Å.

The total energy comes out at -7166.1070 eV. The calculation puts the energy above the lowest of the compared OMol25 structures with the same formula, charge and spin at 36.0 kJ/mol. The calculation puts the HOMO energy at -9.45 eV.


# C10H32N4O6

A cluster of 6 separate species, C10H32N4O6 in total (wB97M-V/def2-TZVPD, OMol25).

```
52
Properties=species:S:1:pos:R:3:forces:R:3:nbo_charge:R:1
N 1.6985 0.8134 -1.9846 1.15 3.47 2.45 -0.797
C 1.0374 -0.2604 -2.2603 -7.11 -1.94 1.97 0.789
N 1.5138 -1.0588 -3.1709 -1.31 -3.76 -1.57 -0.790
O -0.2142 -0.5145 -1.7318 6.22 1.04 -2.21 -0.818
H 1.3366 1.3597 -1.1662 0.59 -0.75 -1.30 0.434
H 2.6504 1.0172 -2.3071 -0.83 -0.32 0.25 0.409
H 1.0365 -1.9692 -3.3753 0.41 1.66 0.59 0.426
H 2.4199 -1.0293 -3.5262 1.59 0.45 -0.40 0.391
N -2.8716 -2.4738 -0.7666 -1.50 -6.22 1.67 -0.808
C -3.0467 -1.3755 -0.1157 -3.65 3.36 6.18 0.756
N -2.6309 -0.2988 -0.7733 1.45 1.93 -0.68 -0.899
O -3.7044 -1.2846 1.1058 2.97 -0.81 -5.76 -0.776
H -3.2594 -3.3164 -0.2109 1.22 1.85 -1.49 0.412
H -2.3163 -2.6720 -1.5704 0.24 0.52 -0.25 0.409
H -2.8777 0.6600 -0.4805 -0.06 -1.59 0.16 0.425
H -1.7525 -0.4058 -1.3442 -1.61 0.31 0.42 0.432
C 2.6016 -2.6988 1.9595 -0.92 -0.89 1.69 -0.647
C 1.9312 -2.6148 0.6194 8.88 -0.76 -1.76 0.150
C 2.2852 -3.7537 -0.3583 1.11 0.56 1.38 -0.605
O 0.6970 -2.5884 0.5201 -8.71 -0.35 0.28 -0.698
H 3.6422 -2.6163 1.8794 1.75 -0.13 -0.55 0.204
H 2.4007 -3.6503 2.4842 -0.07 0.18 -0.30 0.203
H 2.3915 -1.9252 2.6978 -0.72 0.34 -0.26 0.210
H 2.3833 -1.7123 0.1149 0.13 -0.10 0.29 0.088
H 3.3386 -3.9171 -0.3460 0.87 -0.66 -0.08 0.189
H 2.0410 -3.3147 -1.2800 -0.48 0.08 -1.56 0.189
H 1.6954 -4.6361 -0.1666 -0.05 -0.31 0.14 0.208
H 0.4605 -1.7261 0.7705 -1.83 2.05 0.76 0.494
C -2.2745 3.7955 0.7333 1.76 0.42 0.42 -0.630
C -2.8509 3.0982 -0.4263 7.99 7.88 -4.05 0.137
C -1.7398 2.4653 -1.3208 0.35 1.58 -0.93 -0.660
O -3.6988 2.2611 -0.1902 -7.97 -8.01 2.52 -0.683
H -3.0339 3.9609 1.4499 -0.94 0.84 0.81 0.199
H -1.7987 4.7111 0.3423 -0.12 -0.21 0.72 0.208
H -1.5646 3.1628 1.2426 0.59 -0.10 0.19 0.204
H -3.3298 3.9578 -0.9497 0.45 -0.08 -0.91 0.109
H -1.1415 3.2229 -1.9182 -0.47 -0.55 1.17 0.214
H -2.3028 1.9939 -2.1072 0.02 -0.82 -0.35 0.222
H -1.0522 1.7538 -0.8165 -0.61 0.59 -0.22 0.211
H -4.4670 2.7170 0.1361 -0.89 -0.53 0.48 0.486
C 3.3991 0.9694 1.3614 -2.72 0.82 1.10 -0.239
O 3.8269 2.2771 1.1737 1.96 0.55 -0.25 -0.725
H 3.0422 0.5312 0.4414 0.10 -0.56 -0.25 0.152
H 2.5334 1.0190 2.0820 0.57 -0.61 -0.64 0.167
H 4.1671 0.4417 1.8437 1.11 -0.93 0.27 0.184
H 3.1047 2.8394 0.9753 -1.05 0.69 -0.20 0.460
C -1.0324 0.5921 2.1142 -1.24 0.04 -0.68 -0.275
O -0.1113 0.1647 1.0794 -0.24 0.60 0.86 -0.793
H -0.6198 1.3945 2.7240 0.15 0.28 -0.44 0.166
H -1.2389 -0.2016 2.7898 0.14 -1.05 0.58 0.187
H -2.0884 0.8181 1.7478 1.56 0.08 0.04 0.207
H -0.6158 0.0169 0.2756 -0.20 -0.13 -0.37 0.507
```
Forces are in eV/Å.

The total energy comes out at -29130.7664 eV. The calculation puts the energy above the lowest of the compared OMol25 structures with the same formula, charge and spin at 372.4 kJ/mol. The calculation puts the HOMO energy at -8.33 eV.


# C16H30N2P2PtSbSe4

A structure of composition C16H30N2P2PtSbSe4 (wB97M-V/def2-TZVPD, OMol25).

```
56
Properties=species:S:1:pos:R:3:forces:R:3:nbo_charge:R:1
Pt 1.1053 -0.3568 -1.4291 0.41 0.25 0.17 0.511
C -1.2440 -2.1112 -3.4437 -0.03 -0.07 0.02 -0.963
P -0.8465 -1.5617 -1.7700 -0.21 -0.14 -0.14 1.107
C -1.0252 -3.0503 -0.7610 0.08 -0.02 0.07 -0.966
C -2.1712 -0.4323 -1.2790 0.01 0.01 0.00 -0.369
C -3.4310 -0.8422 -0.8582 -0.02 0.04 -0.04 -0.176
C -4.3853 0.1063 -0.5181 0.02 0.03 0.00 -0.171
C -4.0858 1.4602 -0.6050 -0.02 -0.03 0.01 -0.191
C -2.8294 1.8747 -1.0234 0.02 0.00 -0.03 -0.127
C -1.8651 0.9274 -1.3552 -0.02 0.02 0.08 -0.418
P -0.2070 1.4038 -1.9363 -0.42 -0.16 -0.07 1.350
C 0.2393 2.8995 -1.0501 0.18 -0.01 0.01 -1.012
C -0.4225 1.8342 -3.6661 0.11 0.09 0.01 -1.003
H -2.2549 -2.5210 -3.4556 0.00 0.00 -0.02 0.253
H -0.5331 -2.8778 -3.7537 0.01 0.00 0.01 0.273
H -1.1756 -1.2842 -4.1462 0.00 0.03 -0.01 0.263
H -1.9093 -3.6073 -1.0711 -0.02 0.00 0.03 0.256
H -1.1082 -2.7856 0.2922 0.01 0.02 -0.01 0.255
H -0.1493 -3.6841 -0.9016 -0.02 -0.01 -0.03 0.268
H -3.6760 -1.8951 -0.7883 0.01 0.01 -0.01 0.226
H -5.3637 -0.2111 -0.1825 0.01 0.01 -0.01 0.238
H -4.8328 2.1973 -0.3416 0.01 -0.01 0.00 0.238
H -2.6109 2.9341 -1.0841 0.00 -0.01 0.01 0.219
H -0.3571 3.7235 -1.4455 -0.02 0.02 0.03 0.263
H 1.2930 3.1071 -1.2462 0.02 0.03 -0.05 0.319
H 0.0604 2.7909 0.0198 0.00 -0.01 -0.02 0.244
H -1.2399 2.5584 -3.7122 0.02 0.02 -0.01 0.252
H -0.6615 0.9540 -4.2556 -0.05 -0.03 0.02 0.264
H 0.5061 2.2745 -4.0352 0.03 0.02 -0.02 0.314
C 0.9964 1.9685 3.0575 -0.02 0.02 -0.02 -0.629
C 0.0649 0.7692 3.2121 0.05 -0.02 -0.01 -0.226
N 0.7045 -0.5210 2.9371 -0.04 -0.02 0.01 -0.391
C 1.1908 -1.2936 4.0914 -0.03 0.05 -0.02 -0.208
C 2.5773 -0.8736 4.5606 0.02 0.00 0.01 -0.625
C 0.9351 -0.9047 1.6759 0.16 0.10 -0.01 0.547
C 1.6159 -2.2180 1.4342 -0.05 -0.01 0.02 -0.685
N 0.5909 -0.1656 0.6494 -0.06 -0.20 0.05 -0.847
H 0.4427 2.8929 3.2261 0.00 -0.02 0.00 0.231
H 1.4466 2.0156 2.0635 0.02 0.00 0.03 0.211
H 1.8097 1.9292 3.7798 0.00 -0.01 -0.01 0.229
H -0.8128 0.8663 2.5657 -0.02 -0.01 0.00 0.197
H -0.3223 0.7186 4.2278 0.02 0.02 0.02 0.226
H 1.1708 -2.3516 3.8449 0.02 0.00 -0.03 0.212
H 0.4631 -1.1535 4.8897 -0.01 -0.03 0.02 0.214
H 3.2871 -0.8471 3.7323 -0.01 -0.02 0.01 0.215
H 2.9476 -1.5824 5.3014 -0.02 0.02 0.01 0.236
H 2.5636 0.1124 5.0239 -0.01 0.00 -0.02 0.216
H 1.0243 -3.0429 1.8329 0.00 0.00 0.00 0.241
H 2.5914 -2.2386 1.9189 0.01 0.00 -0.02 0.261
H 1.7688 -2.3697 0.3703 0.02 0.00 -0.02 0.237
H 0.2162 0.7334 0.9108 -0.07 0.00 0.01 0.378
Se 5.8360 0.0198 -4.0978 0.26 -0.17 -0.11 -0.514
Sb 3.8261 0.9134 -3.3466 0.17 0.03 0.18 1.043
Se 3.3038 0.3809 -0.8279 -0.24 0.03 -0.10 -0.426
Se 3.0778 3.1613 -3.5418 -0.17 0.11 -0.02 -0.659
Se 1.8649 -0.7442 -3.6896 -0.16 0.01 0.02 -0.400
```
Forces are in eV/Å.

Its net charge is +1. The total energy comes out at -309804.0608 eV. The calculation puts the HOMO energy (spin up / spin down) at -9.83 / -9.83 eV.


For reference, maximum force by record: 0.5, 1.4, 11.9, 0.5 eV/A.